Run i
15
Properties=species:S:1:pos:R:3 method="wB97M-V/def2-TZVPD" spin_multiplicity=2 total_charge=0 e_homo_ev="-5.668 / -10.300" gap_ev="6.624 / 11.240"
C 0.00 -2.90 1.87
N 0.69 -1.77 2.17
H 0.47 -3.58 1.17
H -0.93 -3.20 2.31
H 0.36 -1.09 2.81
H 1.55 -1.48 1.74
C -0.77 1.33 -1.59
O -0.29 -0.02 -1.23
C 0.10 2.36 -0.96
H -0.76 1.41 -2.68
H -1.78 1.31 -1.20
H 0.18 -0.32 -2.02
H 0.21 3.21 -1.66
H -0.18 2.69 0.04
H 1.13 2.06 -0.76



Run ii
15
Properties=species:S:1:pos:R:3 method="wB97M-V/def2-TZVPD" spin_multiplicity=2 total_charge=0 e_homo_ev="-3.477 / -11.222" gap_ev="4.213 / 11.824"
C 0.37 -0.05 0.89
C -0.06 0.28 -0.56
C 0.95 0.07 -1.65
O -1.34 -0.33 -0.83
N -0.85 -0.08 1.76
H 0.95 -0.97 0.96
H 1.00 0.78 1.22
H -0.27 1.36 -0.57
H 1.92 0.39 -1.27
H 0.61 0.50 -2.58
H 1.31 -0.96 -1.85
H -1.20 -0.99 -1.50
H -1.69 -0.13 1.17
H -0.84 0.87 2.25
H -0.86 -0.74 2.58



Quick one: least stable of them? run ii



Run i
9
Properties=species:S:1:pos:R:3 method="wB97M-V/def2-TZVPD" total_charge=0 e_homo_ev="-8.670 / -8.672" gap_ev="7.717 / 7.719"
C 1.65 -0.23 -0.05
N 1.69 -1.46 -0.04
F 2.68 0.52 0.22
P -1.46 -0.17 0.33
P -0.37 1.53 -0.08
H 0.94 -1.94 -0.37
H -1.70 0.05 1.63
H -2.73 0.44 -0.06
H -0.68 1.26 -1.59



Run ii
9
Properties=species:S:1:pos:R:3 method="wB97M-V/def2-TZVPD" total_charge=0 e_homo_ev="-8.795 / -8.796" gap_ev="7.826 / 7.826"
C -1.39 2.14 -0.64
N -1.16 2.70 0.41
F -2.21 2.62 -1.58
P 0.35 -0.50 0.48
P -0.93 -0.42 -1.31
H -0.38 2.25 1.04
H -0.66 -1.27 1.04
H 1.14 -1.74 0.27
H -0.23 -0.04 -2.52



Quick one: least stable of them? run i



Run i
20
Properties=species:S:1:pos:R:3 method="wB97M-V/def2-TZVPD" total_charge=0 e_homo_ev=-9.180 smiles="C/C=N/[Si](C)(C)C" gap_ev=10.105
C 1.47 -0.03 1.13
C 2.91 -0.19 1.22
C -0.58 1.25 -1.80
C -1.72 0.70 0.88
C -1.42 -1.71 -0.97
N 1.00 -0.15 -0.01
Si -0.63 -0.08 -0.41
H 0.83 -0.03 2.05
H 3.06 -0.92 1.98
H 3.46 -0.67 0.38
H 3.46 0.78 1.53
H 0.60 1.30 -2.00
H -1.19 1.14 -2.77
H -0.80 2.26 -1.35
H -2.20 -0.05 1.68
H -1.21 1.44 1.49
H -2.46 1.34 0.30
H -1.76 -2.34 -0.04
H -2.19 -1.70 -1.77
H -0.63 -2.33 -1.51



Run ii
20
Properties=species:S:1:pos:R:3 method="wB97M-V/def2-TZVPD" total_charge=0 e_homo_ev=-9.364 smiles="C=C[SiH2]N.C=CC" gap_ev=10.224
C 4.16 -1.06 0.98
C 3.00 -0.63 1.42
C -3.43 1.26 -0.04
C -3.22 0.22 -1.12
C -2.06 -0.53 -1.13
N 1.38 0.72 -0.72
Si 1.33 -0.43 0.54
H 4.93 -1.32 1.68
H 4.36 -0.98 -0.04
H 2.94 -0.59 2.52
H -4.25 0.98 0.67
H -2.54 1.38 0.51
H -3.51 2.26 -0.47
H 0.52 0.12 1.61
H -4.03 -0.29 -1.73
H -1.82 -1.40 -1.83
H -1.28 -0.03 -0.51
H 1.07 0.48 -1.71
H 1.78 1.59 -0.88
H 0.68 -1.77 0.26



Run iii
20
Properties=species:S:1:pos:R:3 method="wB97M-V/def2-TZVPD" total_charge=0 e_homo_ev=-8.627 smiles=C[Si](C)(C)N1CC1 gap_ev=9.528
C -2.26 -1.33 0.24
C -2.41 0.13 0.49
C 0.67 0.76 -2.07
C 1.76 -1.29 0.36
C 1.26 1.45 0.94
N -1.15 -0.50 0.55
Si 0.52 0.08 -0.20
H -2.60 -2.10 1.08
H -2.46 -1.76 -0.78
H -2.59 1.00 -0.21
H -2.88 0.41 1.56
H 0.24 1.81 -1.93
H 1.69 0.71 -2.48
H 0.02 0.18 -2.76
H 2.68 -0.90 0.76
H 1.23 -1.67 1.16
H 2.02 -2.19 -0.36
H 2.37 1.44 1.00
H 1.01 2.51 0.64
H 0.90 1.25 2.00



Run iv
20
Properties=species:S:1:pos:R:3 method="wB97M-V/def2-TZVPD" total_charge=0 e_homo_ev="-7.459 / -7.459" gap_ev="7.882 / 7.881"
C 0.11 -0.19 -1.22
C -0.79 0.81 -1.91
C 2.41 0.84 -0.77
C -2.34 0.68 1.50
C 0.46 -2.06 1.82
N 1.24 0.14 -0.34
Si 0.08 -0.69 0.56
H 0.54 -1.02 -1.94
H -1.11 1.65 -1.24
H -1.78 0.33 -2.02
H -0.47 1.23 -2.95
H 2.38 1.89 -0.50
H 3.29 0.45 -0.29
H 2.51 0.77 -1.84
H -2.03 1.46 2.09
H -2.99 1.02 0.69
H -3.01 -0.15 2.11
H 1.55 -2.14 2.28
H -0.27 -1.93 2.69
H 0.21 -3.09 1.29



Quick one: least stable of them? run iv



Run i
16
Properties=species:S:1:pos:R:3 method="wB97M-V/def2-TZVPD" total_charge=0 e_homo_ev=-9.770 gap_ev=10.424
N 2.04 0.66 -1.79
C 2.92 0.48 -0.62
N 2.32 -0.26 0.48
H 1.72 -0.30 -1.94
H 1.14 1.05 -1.49
H 3.40 1.41 -0.31
H 3.74 -0.09 -1.09
H 3.06 -0.53 1.12
H 1.62 0.26 0.98
N -1.95 -0.17 -0.32
C -3.05 -0.45 0.54
N -3.12 -0.38 1.79
H -1.12 -0.76 -0.24
H -1.62 0.74 -0.05
H -3.91 -0.52 -0.13
H -2.23 -0.32 2.29



Run ii
16
Properties=species:S:1:pos:R:3 method="wB97M-V/def2-TZVPD" total_charge=0 e_homo_ev=-7.903 smiles=NNCC(N)N gap_ev=9.016
C 0.46 0.67 -0.29
C 0.31 -0.84 -0.03
N -1.09 -1.22 0.43
N -2.06 -0.91 -0.60
N -0.09 1.56 0.68
N 1.93 1.00 -0.27
H -1.09 -2.22 0.64
H 0.07 0.93 -1.28
H -2.97 -1.32 -0.37
H -2.22 0.10 -0.61
H 0.40 2.44 0.60
H 0.07 1.20 1.62
H 2.41 0.48 -1.00
H 2.33 0.71 0.62
H 0.98 -1.16 0.78
H 0.55 -1.41 -0.93



Run iii
16
Properties=species:S:1:pos:R:3 method="wB97M-V/def2-TZVPD" total_charge=0 e_homo_ev=-8.368 smiles="[H]/N=C/N.NCN" gap_ev=9.166
N -2.75 -0.60 0.41
C -2.17 -0.71 -0.94
N -1.20 0.32 -1.24
H -1.98 -0.47 1.07
H -3.32 0.23 0.53
H -1.86 -1.75 -1.02
H -3.03 -0.50 -1.59
H -1.60 1.25 -1.20
H -0.39 0.20 -0.62
N 2.99 1.12 0.76
C 2.08 0.13 0.95
N 1.44 -0.37 -0.04
H 3.72 1.18 1.44
H 3.13 1.25 -0.24
H 1.82 -0.10 1.98
H 0.89 -1.16 0.30



Quick one: least stable of them? run ii



Run i
20
Properties=species:S:1:pos:R:3 method="wB97M-V/def2-TZVPD" total_charge=-1 e_homo_ev=-3.994 smiles="CC(C)[C@H](C)N=[N+]([O-])[O-]" gap_ev=7.896
C -1.15 1.58 -0.88
C -1.29 0.27 1.23
C 0.42 -1.73 0.15
C -0.99 0.21 -0.32
C 0.39 -0.29 -0.42
N 1.36 0.57 0.20
N 2.57 0.16 0.10
O 2.91 -0.85 -0.55
O 3.41 0.81 0.71
H -0.51 2.31 -0.49
H -2.10 2.06 -0.79
H -1.06 1.60 -1.97
H -0.34 0.65 1.56
H -1.65 -0.73 1.43
H -2.14 0.93 1.38
H 0.68 -1.76 1.28
H -0.58 -2.24 0.00
H 1.25 -2.38 -0.23
H -1.67 -0.58 -0.87
H 0.51 -0.57 -1.53



Run ii
20
Properties=species:S:1:pos:R:3 method="wB97M-V/def2-TZVPD" total_charge=-1 e_homo_ev="-3.996 / -1.795" gap_ev="7.649 / 5.443"
C -0.05 -2.19 -1.28
C -0.37 -0.40 2.40
C -0.69 -0.78 -1.11
C 0.30 0.85 1.97
C 0.17 0.36 -0.91
N -0.24 1.60 -1.30
N 0.66 2.55 -1.39
O 1.77 2.40 -0.81
O 0.40 3.58 -2.02
H 0.45 -2.09 -0.38
H 0.52 -2.26 -2.23
H -0.70 -3.03 -1.17
H -0.53 -0.35 3.47
H 0.37 -1.29 2.21
H -1.41 -0.54 1.92
H -1.36 -0.85 -0.29
H -1.45 -0.39 -1.87
H -0.35 1.68 2.14
H 1.20 0.99 1.43
H 1.32 0.15 -0.79



Quick one: least stable of them? run ii



Run i
51
Properties=species:S:1:pos:R:3 method="wB97M-V/def2-TZVPD" total_charge=0 e_homo_ev=-8.362 smiles="CCOc1cccc(C(=O)Nc2cccc(-c3nnc(-c4ccc(C)cc4)o3)c2)c1" gap_ev=8.404
C -0.17 5.65 -0.77
C -1.05 5.63 -2.02
O -1.88 4.49 -2.09
C -1.37 3.30 -2.49
C -2.27 2.23 -2.51
C -1.87 0.99 -2.95
C -0.56 0.77 -3.36
C 0.34 1.82 -3.31
C -0.06 3.08 -2.90
H 0.68 3.87 -2.91
C 1.74 1.68 -3.81
O 2.27 2.52 -4.50
N 2.41 0.51 -3.53
C 2.15 -0.50 -2.61
C 1.48 -0.27 -1.42
C 1.26 -1.32 -0.54
C 1.72 -2.60 -0.83
C 2.42 -2.82 -2.00
C 2.64 -1.78 -2.89
H 3.18 -1.96 -3.81
H 2.79 -3.81 -2.24
H 1.54 -3.41 -0.14
C 0.55 -1.07 0.70
N 0.07 0.06 1.11
N -0.50 -0.15 2.30
C -0.34 -1.42 2.58
C -0.78 -2.11 3.77
C -1.46 -1.41 4.77
C -1.88 -2.07 5.90
C -1.63 -3.43 6.07
C -0.95 -4.12 5.07
C -0.53 -3.47 3.93
H 0.00 -4.01 3.16
H -0.75 -5.18 5.19
C -2.08 -4.13 7.32
H -3.12 -3.90 7.53
H -1.96 -5.21 7.23
H -1.49 -3.79 8.17
H -2.40 -1.53 6.68
H -1.65 -0.36 4.63
O 0.33 -2.06 1.59
H 1.13 0.71 -1.15
H 3.26 0.41 -4.07
H -0.26 -0.20 -3.73
H -2.58 0.18 -2.99
H -3.28 2.41 -2.19
H -1.75 6.47 -2.00
H -0.44 5.72 -2.93
H 0.51 4.81 -0.76
H 0.40 6.58 -0.74
H -0.80 5.60 0.12



Run ii
51
Properties=species:S:1:pos:R:3 method="wB97M-V/def2-TZVPD" total_charge=0 e_homo_ev=-8.385 smiles="COc1ccc(C(=O)/C=C/c2ccc(OC)c(Cn3nnc4ccccc43)c2)cc1" gap_ev=8.186
C 3.12 -7.14 -1.81
H 4.10 -7.45 -2.18
O 3.30 -5.83 -1.32
C 2.23 -5.19 -0.78
C 0.95 -5.71 -0.68
C -0.05 -4.95 -0.10
C 0.18 -3.66 0.36
C 1.48 -3.15 0.26
C 2.49 -3.90 -0.30
H 3.49 -3.51 -0.37
H 1.71 -2.17 0.65
C -0.95 -2.92 0.96
O -1.92 -3.51 1.41
C -0.87 -1.45 0.98
C -1.79 -0.73 1.63
C -1.86 0.71 1.72
C -3.00 1.31 2.26
C -3.12 2.69 2.34
C -2.09 3.51 1.90
C -0.93 2.92 1.36
C -0.83 1.55 1.29
H 0.08 1.11 0.90
C 0.19 3.81 0.88
N 0.95 3.20 -0.17
C 0.52 2.77 -1.39
C -0.71 2.80 -2.05
C -0.74 2.23 -3.30
C 0.40 1.66 -3.89
C 1.61 1.63 -3.24
C 1.67 2.19 -1.97
N 2.69 2.31 -1.06
N 2.24 2.89 -0.03
H 2.49 1.19 -3.69
H 0.31 1.24 -4.88
H -1.66 2.23 -3.86
H -1.58 3.23 -1.59
H 0.89 4.03 1.69
H -0.23 4.76 0.53
O -2.11 4.87 1.93
C -3.24 5.51 2.47
H -3.03 6.58 2.40
H -4.14 5.28 1.89
H -3.40 5.25 3.52
H -4.02 3.11 2.76
H -3.81 0.69 2.61
H -2.57 -1.28 2.14
H -0.07 -0.99 0.42
H -1.05 -5.35 -0.01
H 0.72 -6.70 -1.03
H 2.80 -7.83 -1.01
H 2.40 -7.17 -2.63



Quick one: least stable of them? run ii



Run i
8
Properties=species:S:1:pos:R:3 method="wB97M-V/def2-TZVPD" total_charge=0 e_homo_ev=-8.989 gap_ev=7.617
N -2.99 0.50 -1.72
N -1.69 1.21 0.57
N -0.85 -1.17 -1.13
P -2.50 -0.97 -1.90
P -2.95 1.52 -0.27
P 0.06 0.26 -0.76
I -0.52 -2.94 -0.05
H -0.32 0.87 -1.93



Run ii
8
Properties=species:S:1:pos:R:3 method="wB97M-V/def2-TZVPD" total_charge=0 e_homo_ev=-8.408 gap_ev=6.512
N -0.17 1.58 0.90
N 1.02 -0.22 -0.61
N -0.68 -2.25 -1.02
P -1.65 1.68 1.06
P 0.76 -1.69 -1.20
P 1.19 1.28 -0.09
I -2.25 -1.28 -0.18
H 1.77 0.91 1.13



Quick one: least stable of them? run i



Run i
18
Properties=species:S:1:pos:R:3 method="wB97M-V/def2-TZVPD" total_charge=0 e_homo_ev=-8.502 gap_ev=9.275
C -0.73 0.36 2.34
C -1.09 -0.38 1.01
C 1.25 -1.05 -0.41
C 0.46 -0.44 -1.43
C 0.61 0.79 -2.33
C -0.14 0.88 -0.96
H 0.39 0.85 2.64
H -1.39 1.13 2.69
H -0.93 -0.52 3.14
H -1.91 -0.84 1.45
H 1.68 -2.05 -0.81
H 1.86 -0.27 0.04
H -0.17 -1.19 -1.87
H 1.41 1.34 -2.41
H -0.09 1.00 -3.25
H 0.50 1.33 -0.20
S 0.03 -1.63 0.65
S -1.75 0.69 -0.31



Run ii
18
Properties=species:S:1:pos:R:3 method="wB97M-V/def2-TZVPD" total_charge=0 e_homo_ev=-8.728 smiles="CC1(C)C[C@H](S)C1=S" gap_ev=8.412
C -1.37 0.34 1.25
C -0.50 0.01 0.03
C -1.37 -0.24 -1.19
C 0.61 -1.08 0.19
C 1.60 -0.10 -0.51
C 0.61 0.98 -0.31
H -0.77 0.49 2.17
H -1.94 1.27 1.05
H -2.08 -0.44 1.44
H -2.10 -0.99 -1.08
H -0.80 -0.46 -2.12
H -1.92 0.64 -1.38
H 0.81 -1.29 1.25
H 0.50 -2.05 -0.29
H 1.65 -0.39 -1.56
H 3.04 0.62 1.21
S 3.32 0.06 0.05
S 0.72 2.62 -0.17



Quick one: least stable of them? run i